Entry 1:
Below is C30H50IrNS4Sb as an isolated structure, with properties calculated with ωB97M-V with the def2-TZVPD basis set.

Output
LUMO (alpha / beta) = -13.352 / -13.355 eV
molar mass = 866.98 g mol⁻¹
total charge = +4
HOMO level (alpha / beta) = -17.707 / -17.956 eV
2S+1 = 2

CARTESIAN COORDINATES (ANGSTROEM)
Ir -2.308 -0.056 0.064
C -2.665 1.088 3.035
C -4.032 1.317 2.424
S -3.859 1.498 0.616
C -5.341 0.666 -0.026
C -5.518 -0.752 0.491
S -3.925 -1.674 0.566
C -3.792 -2.095 2.353
C -2.393 -1.807 2.846
S -1.694 -0.238 2.241
H -2.031 1.971 2.932
H -2.729 0.857 4.101
H -4.736 0.519 2.640
H -4.459 2.252 2.792
H -6.216 1.283 0.193
H -5.191 0.695 -1.108
H -5.980 -0.807 1.474
H -6.170 -1.296 -0.194
H -4.569 -1.570 2.903
H -3.994 -3.163 2.449
H -2.339 -1.814 3.937
H -1.680 -2.547 2.477
C 3.139 0.786 -1.611
C 3.601 -0.336 -0.685
C 3.113 -1.689 -1.191
C 5.117 -0.305 -0.503
Sb 2.622 -0.055 1.265
C 3.318 -1.969 2.945
C 3.153 -1.256 4.244
C 2.268 -2.968 2.579
C 4.707 -2.241 2.489
C 2.747 2.057 1.903
C 2.477 2.075 3.401
C 4.126 2.617 1.573
C 1.635 2.760 1.127
H 3.582 0.639 -2.602
H 3.453 1.771 -1.270
H 2.050 0.783 -1.737
H 3.546 -1.882 -2.178
H 2.023 -1.720 -1.300
H 3.425 -2.512 -0.546
H 5.594 -0.436 -1.480
H 5.478 -1.110 0.133
H 5.468 0.646 -0.103
H 2.146 -0.876 4.398
H 3.891 -0.471 4.390
H 3.340 -2.004 5.030
H 1.266 -2.594 2.781
H 2.431 -3.845 3.221
H 2.352 -3.308 1.549
H 5.365 -1.378 2.573
H 4.753 -2.679 1.494
H 5.111 -2.997 3.183
H 3.255 1.565 3.966
H 1.507 1.634 3.653
H 2.465 3.112 3.751
H 4.920 2.078 2.092
H 4.183 3.658 1.907
H 4.336 2.616 0.505
H 0.659 2.298 1.324
H 1.821 2.760 0.051
H 1.571 3.805 1.446
N -1.284 1.200 -1.044
S -0.815 1.204 -2.671
C -2.222 1.697 -3.598
C -2.184 3.010 -4.063
C -3.237 3.466 -4.845
C -4.287 2.614 -5.151
C -4.307 1.299 -4.679
C -3.275 0.827 -3.892
C -0.612 -0.506 -3.052
C -0.025 -0.786 -4.281
C 0.055 -2.109 -4.696
C -0.440 -3.133 -3.899
C -1.002 -2.855 -2.656
C -1.081 -1.537 -2.251
H -1.234 2.175 -0.753
H -1.345 3.659 -3.840
H -3.223 4.478 -5.227
H -5.097 2.967 -5.776
H -5.118 0.639 -4.958
H -3.267 -0.205 -3.558
H 0.355 0.008 -4.912
H 0.507 -2.339 -5.652
H -0.387 -4.157 -4.243
H -1.366 -3.656 -2.027
H -1.502 -1.314 -1.254


Entry 2:
Below is a 4-piece molecular cluster, C30H50N7O13P2S2 overall, with properties calculated with ωB97M-V with the def2-TZVPD basis set.

Output
LUMO = -4.956 eV
molar mass = 842.85 g mol⁻¹
total charge = +1
HOMO level = -11.190 eV
2S+1 = 1

CARTESIAN COORDINATES (ANGSTROEM)
C -6.827 4.811 -0.448
C -5.596 4.774 -1.508
C -4.397 3.827 -0.963
N -3.635 3.170 -2.077
C -3.385 1.752 -1.839
C -2.098 1.250 -1.110
C -1.065 2.351 -0.594
C 0.249 2.459 -1.505
S 1.648 3.403 -0.724
C 1.523 3.400 1.107
N 1.236 2.342 2.051
N 1.204 2.797 3.321
C 1.510 4.218 3.348
O 1.689 4.500 1.984
C -1.886 -0.271 -0.925
S -0.393 -1.012 -0.124
C 0.507 -2.246 -1.229
O -0.780 -1.811 1.116
O 0.654 -0.028 0.317
N -2.910 -1.210 -1.393
C -2.765 -2.699 -1.243
C -2.259 -3.450 -2.493
C -2.090 -5.000 -2.351
C -2.428 -5.620 -0.949
C -2.936 -4.639 0.135
N -3.122 -3.232 0.025
C -4.147 -0.781 -2.040
P -5.502 -2.025 -2.594
N -6.870 -1.675 -1.826
C -4.456 0.710 -2.325
P -5.998 1.416 -3.177
N -7.257 1.509 -1.910
O -6.629 0.363 -4.370
H -6.421 4.649 0.623
H -7.302 5.856 -0.467
H -7.630 4.025 -0.711
H -6.027 4.375 -2.495
H -5.270 5.858 -1.653
H -3.686 4.445 -0.301
H -4.902 2.990 -0.359
H -2.749 3.652 -2.281
H -1.616 3.364 -0.510
H -0.799 2.074 0.497
H -0.064 2.946 -2.497
H 0.607 1.395 -1.784
H 1.572 4.910 4.253
H 0.129 -3.307 -0.977
H 1.638 -2.168 -1.098
H 0.207 -1.987 -2.301
H -2.049 -2.866 -3.446
H -1.735 -5.618 -3.236
H -2.273 -6.738 -0.831
H -3.180 -5.106 1.161
H -5.155 -3.385 -2.330
H -5.573 -1.879 -4.021
H -7.110 -2.542 -1.317
H -6.838 1.747 -1.001
H -7.812 0.640 -1.878
H -7.337 -0.158 -3.897
C -1.089 -7.101 6.802
C -1.712 -7.606 5.514
O -1.706 -6.582 4.509
C -0.538 -6.404 3.872
O 0.478 -7.026 4.063
O -0.691 -5.395 2.996
C 0.505 -5.048 2.300
H -1.573 -6.176 7.126
H -1.183 -7.847 7.594
H -0.029 -6.875 6.665
H -2.758 -7.865 5.692
H -1.213 -8.509 5.152
H 0.958 -5.922 1.828
H 1.210 -4.572 2.985
H 0.243 -4.331 1.520
C 4.656 4.288 1.759
C 5.500 3.045 1.956
O 6.893 3.344 1.800
C 7.484 3.911 2.864
O 6.954 4.174 3.916
O 8.766 4.157 2.546
C 9.495 4.834 3.568
H 4.890 4.765 0.802
H 3.591 4.040 1.781
H 4.854 5.026 2.539
H 5.250 2.311 1.190
H 5.308 2.578 2.926
H 9.414 4.315 4.525
H 9.142 5.864 3.657
H 10.545 4.852 3.275
C 5.621 0.869 -0.990
C 4.375 1.192 -1.793
O 4.697 1.366 -3.179
C 4.857 0.233 -3.882
O 4.744 -0.892 -3.455
O 5.186 0.567 -5.141
C 5.462 -0.551 -5.983
H 6.395 1.622 -1.163
H 5.394 0.832 0.076
H 6.042 -0.094 -1.286
H 3.951 2.138 -1.448
H 3.604 0.426 -1.665
H 4.645 -1.276 -5.963
H 6.401 -1.021 -5.680
H 5.572 -0.183 -7.003


Entry 3:
Below is a 7-piece molecular cluster, C30H50N7O3 overall, with properties calculated with ωB97M-V with the def2-TZVPD basis set.

Output
LUMO (alpha / beta) = 0.459 / 0.459 eV
molar mass = 556.78 g mol⁻¹
HOMO level (alpha / beta) = -8.014 / -9.229 eV
2S+1 = 2

CARTESIAN COORDINATES (ANGSTROEM)
C 5.255 -3.071 2.696
C 4.962 -2.029 1.928
C 4.325 -2.254 0.596
O 3.843 -3.317 0.312
O 4.315 -1.265 -0.323
C 4.333 0.101 0.124
C 3.099 0.511 0.935
C 2.316 1.668 0.283
C 1.295 1.155 -0.752
C -0.168 1.183 -0.297
C -0.430 0.639 1.122
C -1.606 -0.334 1.182
C -1.950 -0.814 2.604
C -1.083 -1.972 3.161
C -0.191 -1.369 4.264
C -1.914 -3.087 3.850
N -0.171 -2.548 2.133
O 0.992 -2.011 2.090
C -0.771 -2.793 0.796
C 0.388 -3.163 -0.150
C -1.718 -3.995 0.781
C -1.479 -1.535 0.230
H 5.524 -2.905 3.730
H 5.191 -4.067 2.281
H 5.164 -1.023 2.267
H 5.256 0.309 0.669
H 4.387 0.688 -0.791
H 3.366 0.740 1.969
H 2.441 -0.358 0.984
H 1.775 2.171 1.090
H 3.001 2.406 -0.132
H 1.381 1.781 -1.641
H 1.589 0.151 -1.072
H -0.740 0.620 -1.039
H -0.544 2.206 -0.361
H 0.483 0.228 1.547
H -0.685 1.503 1.743
H -2.487 0.216 0.838
H -1.810 0.027 3.284
H -3.014 -1.055 2.645
H 0.237 -0.420 3.942
H 0.580 -2.063 4.590
H -0.843 -1.139 5.110
H -1.663 -4.055 3.419
H -2.986 -2.925 3.757
H -1.641 -3.164 4.900
H 0.967 -2.288 -0.433
H 1.045 -3.909 0.289
H -0.049 -3.558 -1.071
H -2.558 -3.896 1.465
H -1.151 -4.905 0.989
H -2.127 -4.108 -0.222
H -2.499 -1.827 -0.033
H -1.004 -1.273 -0.714
C 0.816 2.826 4.846
C -0.599 2.734 4.506
N -1.709 2.652 4.224
H 0.995 3.715 5.447
H 1.117 1.945 5.410
H 1.408 2.885 3.934
C -0.673 4.187 -3.142
C 0.269 4.252 -2.034
N 0.989 4.305 -1.141
H -1.686 4.106 -2.755
H -0.597 5.077 -3.765
H -0.456 3.309 -3.737
C -3.551 0.693 -2.848
C -2.632 1.336 -3.779
N -1.902 1.848 -4.503
H -4.532 0.597 -3.308
H -3.185 -0.300 -2.588
H -3.635 1.293 -1.942
C 0.741 7.398 -0.312
C 0.196 8.618 0.277
N -0.232 9.577 0.739
H 1.297 7.641 -1.216
H 1.408 6.907 0.392
H -0.065 6.714 -0.564
C -2.510 -4.519 -3.663
C -3.126 -3.407 -2.951
N -3.612 -2.527 -2.400
H -1.982 -4.139 -4.535
H -1.806 -5.032 -3.008
H -3.277 -5.221 -3.984
C -1.137 -0.310 -7.504
C -1.711 -1.259 -6.556
N -2.160 -2.006 -5.809
H -1.929 0.254 -7.992
H -0.482 0.382 -6.978
H -0.564 -0.850 -8.256


Entry 4:
Below is C30H51Cl2N2PSV as an isolated structure, with properties calculated with ωB97M-V with the def2-TZVPD basis set.

Output
LUMO (alpha / beta) = 2.690 / 2.690 eV
molar mass = 624.64 g mol⁻¹
total charge = -1
HOMO level (alpha / beta) = -2.552 / -3.346 eV
2S+1 = 3

CARTESIAN COORDINATES (ANGSTROEM)
P -0.234 0.932 -1.979
C -1.881 0.361 -2.602
C -2.409 1.070 -3.850
C -3.851 0.603 -4.128
C -3.984 -0.923 -4.213
C -3.365 -1.649 -3.012
C -1.931 -1.173 -2.745
C 1.160 0.267 -3.001
C 1.059 0.527 -4.502
C 2.407 0.161 -5.155
C 2.879 -1.264 -4.833
C 2.743 -1.663 -3.356
C 1.411 -1.228 -2.729
C -0.155 2.763 -1.996
C -1.281 3.334 -1.106
C -1.229 4.872 -1.031
C 0.157 5.415 -0.655
C 1.293 4.801 -1.480
C 1.243 3.265 -1.572
H -2.547 0.635 -1.754
H -1.765 0.848 -4.714
H -2.392 2.160 -3.707
H -4.213 1.067 -5.054
H -4.492 0.968 -3.312
H -5.041 -1.196 -4.298
H -3.486 -1.272 -5.127
H -3.970 -1.465 -2.113
H -3.359 -2.732 -3.185
H -1.540 -1.657 -1.838
H -1.297 -1.485 -3.589
H 2.036 0.827 -2.616
H 3.164 0.872 -4.794
H 0.809 1.580 -4.706
H 0.255 -0.090 -4.935
H 2.335 0.298 -6.242
H 3.930 -1.365 -5.130
H 2.311 -1.973 -5.448
H 2.853 -2.750 -3.252
H 3.559 -1.204 -2.781
H 1.414 -1.432 -1.648
H 0.601 -1.825 -3.168
H -0.335 3.053 -3.045
H -2.266 3.033 -1.496
H -1.197 2.910 -0.092
H -1.515 5.270 -2.016
H -1.977 5.222 -0.308
H 0.338 5.233 0.413
H 0.163 6.501 -0.794
H 2.262 5.105 -1.063
H 1.241 5.194 -2.505
H 1.996 2.936 -2.304
H 1.526 2.817 -0.605
V 1.093 -0.415 2.650
Cl 2.813 0.343 1.519
Cl -0.537 1.083 2.490
C 0.272 -1.722 1.659
H -0.805 -1.546 1.461
C 0.747 -2.998 1.140
C 2.144 -3.220 1.006
C 2.634 -4.503 0.787
C 1.755 -5.582 0.629
C 0.371 -5.344 0.576
C -0.131 -4.068 0.789
H 2.827 -2.369 1.083
H 3.713 -4.667 0.736
H -0.313 -6.165 0.358
H -1.204 -3.872 0.720
H 2.142 -6.596 0.513
C 0.618 2.322 7.335
C -0.066 1.705 6.130
N 0.852 0.739 5.464
C 0.543 -0.547 5.292
S 1.657 -1.577 4.440
N -0.523 -1.071 6.012
C -0.147 -1.937 7.166
C -1.360 -2.649 7.726
H 1.383 1.641 7.716
H -0.112 2.507 8.128
H 1.090 3.269 7.064
H -0.962 1.132 6.406
H -0.364 2.449 5.368
H 1.675 1.126 4.988
H -1.204 -1.554 5.401
H 0.618 -2.668 6.852
H 0.309 -1.276 7.918
H -1.699 -3.441 7.048
H -1.067 -3.117 8.669
H -2.191 -1.969 7.931


Entry 5:
Below is a 8-piece molecular cluster, C30H51N3O15 overall, with properties calculated with ωB97M-V with the def2-TZVPD basis set.

Output
LUMO = -0.176 eV
SMILES = C[C@H]1COC(=O)O1.C[C@H]1COC(=O)O1.C[C@H]1COC(=O)O1.COC(=O)OC.COC(=O)OC.CCCC#N.CCCC#N.CCCC#N
molar mass = 693.74 g mol⁻¹
HOMO level = -9.813 eV
2S+1 = 1
energy relative to the best compared isomer or geometry (same formula, charge and spin) = 0.000 eV

CARTESIAN COORDINATES (ANGSTROEM)
C -0.999 -0.198 -0.339
C -0.024 -0.675 0.779
C 1.053 -1.551 0.217
O 2.181 -0.865 0.690
C 1.896 0.295 1.319
O 2.677 1.099 1.839
O 0.614 0.433 1.330
H -1.589 0.634 -0.127
H -1.629 -0.988 -0.633
H -0.441 0.189 -1.240
H -0.604 -1.149 1.550
H 1.143 -1.589 -0.838
H 1.012 -2.545 0.599
C -4.085 -3.457 -0.110
C -3.268 -2.722 0.946
C -3.658 -3.044 2.395
O -2.598 -3.805 2.878
C -1.615 -3.801 2.020
O -0.519 -4.172 2.189
O -1.960 -3.122 0.877
H -5.160 -3.361 0.020
H -3.858 -4.484 -0.059
H -3.735 -3.153 -1.086
H -3.466 -1.668 0.791
H -4.535 -3.642 2.433
H -3.764 -2.169 3.061
C 2.063 -0.352 -6.042
C 0.873 0.254 -5.258
C -0.389 -0.299 -5.888
O -0.583 -1.427 -5.043
C -0.006 -1.237 -3.851
O -0.070 -1.963 -2.883
O 0.867 -0.228 -3.951
H 2.000 -1.454 -6.118
H 3.031 -0.088 -5.559
H 2.057 0.047 -7.108
H 1.005 1.345 -5.186
H -0.310 -0.614 -6.918
H -1.249 0.425 -5.772
C -3.621 0.046 4.395
O -3.439 0.272 2.977
C -3.468 1.525 2.492
O -3.181 2.647 3.248
O -3.819 1.565 1.211
C -3.709 2.741 0.533
H -4.616 0.238 4.811
H -2.906 0.694 4.915
H -3.240 -0.949 4.733
H -4.455 2.781 -0.216
H -2.682 2.664 0.109
H -3.821 3.668 1.166
C 3.158 -1.666 3.901
O 4.122 -1.086 3.100
C 5.229 -0.522 3.652
O 5.487 -0.652 5.041
O 6.021 0.088 2.810
C 7.218 0.725 3.216
H 3.483 -2.616 4.265
H 2.242 -1.642 3.295
H 2.906 -0.994 4.751
H 8.011 -0.044 3.313
H 7.224 1.187 4.261
H 7.467 1.484 2.475
C 0.119 3.597 0.425
C -0.207 3.510 1.934
C 0.988 3.751 2.847
C 1.568 5.067 2.663
N 2.056 6.106 2.522
H -0.806 3.325 -0.093
H 0.676 2.717 0.104
H 0.545 4.479 -0.007
H -0.526 2.470 2.141
H -1.066 4.155 2.211
H 1.773 3.052 2.476
H 0.915 3.594 3.928
C 3.721 -0.085 -2.126
C 4.077 1.066 -1.235
C 5.317 0.757 -0.223
C 6.659 0.643 -0.908
N 7.688 0.573 -1.475
H 3.171 -0.884 -1.555
H 4.651 -0.558 -2.490
H 3.030 0.174 -2.885
H 3.276 1.405 -0.614
H 4.409 1.902 -1.782
H 5.225 -0.127 0.289
H 5.364 1.424 0.498
C -5.032 -1.597 -3.769
C -3.779 -0.903 -3.095
C -4.276 0.182 -2.122
C -5.175 -0.314 -1.032
N -5.882 -0.682 -0.205
H -4.773 -2.311 -4.439
H -5.765 -0.903 -4.234
H -5.460 -2.246 -2.982
H -3.168 -0.384 -3.842
H -3.060 -1.588 -2.696
H -4.790 0.798 -2.829
H -3.434 0.780 -1.782